Formula: C30H43BrFN2O8PS
Source: the Open Molecules 2025 dataset
Level of theory: ωB97M-V/def2-TZVPD

```
87
Properties=species:S:1:pos:R:3:forces:R:3:lowdin_charge:R:1
C 4.86891 1.71785 0.58134 0.398 -0.099 -0.020 -0.164
C 4.28670 3.12705 0.69455 -0.068 -0.626 0.178 -0.686
Br 5.79289 4.41652 0.59023 -0.377 -0.047 0.219 0.625
C 3.14903 3.47817 -0.32351 0.563 0.073 -0.259 -0.190
C 2.78052 2.37608 -1.32925 -0.310 -0.233 0.239 -0.186
C 1.57215 1.59607 -1.11962 0.331 0.689 1.720 -0.135
C 0.73877 1.98625 0.10407 -0.470 -0.123 -0.722 -0.075
C -0.29385 3.05097 -0.28789 0.259 0.141 0.500 -0.234
C -1.36784 3.32235 0.55215 0.209 -0.665 0.889 -0.059
C -2.32915 4.24267 0.23778 -1.090 0.948 -0.028 -0.086
C -2.27747 4.94351 -0.95767 0.292 0.060 -0.338 -0.076
C -1.20473 4.70434 -1.78935 -0.009 0.282 -0.593 -0.077
C -0.22793 3.78235 -1.45764 0.614 0.057 -0.558 -0.043
C 1.16177 0.58390 -1.91693 -0.016 -1.278 -1.199 -0.104
C -0.09510 -0.25332 -1.67905 0.018 0.108 -0.627 -0.101
C -1.40227 0.50989 -1.88864 -0.734 -0.624 0.277 -0.182
F -1.47648 1.06053 -3.16651 0.334 0.048 0.210 -0.042
C 1.97166 0.28630 -3.09084 -0.587 0.019 0.589 -0.280
N 1.71616 -0.66258 -4.06734 1.478 2.079 1.066 -0.212
S 2.93929 -0.38939 -5.08509 -0.101 -1.281 -1.284 0.996
N 3.81406 0.76505 -4.45231 -1.259 -0.400 0.704 -0.236
C 3.15056 1.07787 -3.30772 0.017 -0.048 -0.229 -0.335
C 3.55763 2.11721 -2.42297 0.203 0.374 -0.844 -0.214
P 5.06445 3.17524 -2.68960 0.609 0.161 0.877 0.872
O 5.74770 2.59000 -4.06636 -0.704 0.575 0.039 -0.283
O 4.40343 4.62676 -3.17998 -0.188 -0.552 -0.268 -0.274
H 5.42926 1.61820 -0.35523 -0.265 -0.127 0.119 0.046
H 5.58237 1.49709 1.38661 -0.218 0.318 -0.081 0.075
H 4.08992 0.94416 0.64151 0.021 0.293 -0.178 0.085
H 3.91850 3.24675 1.71841 0.039 0.214 -0.282 0.079
H 3.46767 4.35292 -0.89467 -0.172 -0.096 0.171 0.062
H 2.28449 3.80335 0.25769 0.141 0.017 -0.327 0.101
H 0.18774 1.12545 0.50861 0.217 0.126 -0.160 0.120
H 1.38841 2.34074 0.90950 -0.243 -0.121 -0.058 0.110
H -1.46994 2.77458 1.49080 0.070 0.044 -0.180 0.114
H -3.16380 4.46020 0.89971 0.216 -0.355 0.037 0.096
H -3.02708 5.66312 -1.27560 -0.020 -0.155 0.334 0.107
H -1.11456 5.22690 -2.74138 -0.052 -0.062 0.220 0.110
H 0.58836 3.66716 -2.16894 -0.094 -0.198 0.199 0.122
H -0.10986 -1.07747 -2.40660 0.182 0.225 0.130 0.107
H -0.12102 -0.74415 -0.69452 0.103 0.347 -0.099 0.124
H -1.60204 1.28928 -1.14897 0.234 0.006 -0.298 0.100
H -2.23976 -0.20316 -1.82097 0.246 0.106 0.011 0.124
H 6.29899 3.30313 -4.42184 0.056 -0.239 -0.003 0.057
H 4.57982 5.29830 -2.50913 0.186 -0.073 -0.102 0.035
O 1.16292 -3.90076 0.14916 -0.239 -0.177 -0.170 0.093
C 1.76489 -4.07464 -0.87962 0.083 0.119 0.492 -0.526
O 1.33755 -5.00987 -1.74162 -0.360 -0.028 -0.014 0.006
C 1.88688 -5.18194 -3.05280 0.252 -0.066 -0.192 -0.229
C 3.12874 -6.04804 -3.02505 0.102 0.003 0.167 -0.063
C 3.02267 -3.30474 -1.14589 0.098 0.397 -0.674 0.017
H 2.06060 -4.21580 -3.53041 0.038 0.021 0.091 0.110
H 1.11074 -5.67854 -3.63372 -0.109 0.033 0.161 0.123
H 3.92538 -5.59054 -2.43706 0.011 0.057 -0.081 0.069
H 3.50077 -6.21666 -4.03615 -0.024 0.004 0.004 0.083
H 2.90726 -7.01228 -2.56630 -0.055 -0.004 -0.074 0.084
H 3.85048 -3.79229 -0.63192 -0.001 0.025 -0.003 0.100
H 2.89463 -2.29564 -0.75896 0.021 -0.105 0.211 0.086
H 3.25726 -3.20287 -2.20411 0.139 -0.136 0.028 0.068
O -4.59982 2.58076 1.67836 -0.184 0.012 0.066 0.098
C -4.83184 2.56697 2.85651 0.304 0.049 0.138 -0.523
O -5.97411 3.11397 3.31104 -0.295 -0.033 -0.270 0.002
C -6.42660 3.00193 4.66351 0.069 0.092 0.259 -0.235
C -5.79970 4.05852 5.54945 0.165 0.055 -0.038 -0.065
C -3.82671 2.02581 3.84665 -0.190 -0.461 0.130 0.011
H -6.26944 1.99082 5.04313 0.086 0.018 -0.023 0.114
H -7.50456 3.15366 4.62590 0.028 -0.006 -0.190 0.123
H -4.71571 3.95053 5.59997 -0.021 -0.069 0.062 0.067
H -6.19911 3.99586 6.56229 -0.014 -0.003 -0.019 0.082
H -6.00283 5.05344 5.15215 -0.089 -0.030 0.015 0.084
H -3.08338 2.79568 4.05244 -0.013 0.003 -0.002 0.095
H -3.33598 1.16498 3.39673 0.096 0.153 -0.130 0.091
H -4.26242 1.68402 4.78244 0.030 0.173 0.062 0.068
O -0.87978 -6.79610 4.01455 -0.229 -0.015 0.082 0.104
C -1.46691 -6.25336 3.11921 0.330 -0.044 -0.349 -0.525
O -2.81586 -6.31882 3.08157 -0.208 -0.031 0.407 -0.006
C -3.61749 -5.57138 2.16572 -0.029 -0.005 -0.240 -0.242
C -3.74022 -6.27490 0.82985 0.128 -0.091 -0.080 -0.067
C -0.73117 -5.57332 1.99018 -0.147 0.453 0.227 -0.002
H -3.24476 -4.55029 2.06645 0.076 -0.044 -0.040 0.113
H -4.60157 -5.49812 2.62835 0.081 -0.079 0.139 0.120
H -2.77109 -6.38210 0.34183 -0.010 0.100 -0.015 0.068
H -4.40197 -5.72020 0.16314 -0.005 -0.004 0.022 0.080
H -4.14137 -7.27960 0.96788 -0.073 0.051 0.041 0.083
H -0.42542 -6.32421 1.26320 0.016 0.034 -0.015 0.098
H 0.15351 -5.09081 2.39673 0.088 -0.205 -0.025 0.085
H -1.30278 -4.79729 1.48837 -0.012 -0.127 -0.146 0.065
```
Positions in Å, forces in eV/Å.

Computed properties:
Spin multiplicity: 1
HOMO-LUMO gap, eV: 7.6
Total energy, a.u.: -5293.832529